2 unconnected molecules or ions with the total composition C14H17N3O at a distorted geometry. Source: the OMol25 dataset; level of theory: ωB97M-V with the def2-TZVPD basis set.

The geometry in XYZ format:
```
35
Properties=species:S:1:pos:R:3
O 2.34623 0.71536 -0.55195
N -0.30734 -4.42528 1.36458
N -2.43663 -2.74556 -2.15237
N -0.00738 -0.15525 -1.23329
C 1.71455 -1.04029 3.19063
C -1.08117 -2.35208 0.01617
C -0.65767 0.27208 2.53336
C 0.00981 0.58613 3.71666
C -1.82102 -2.61903 -1.16111
C -0.17448 -0.74419 1.68659
C -0.51297 1.73022 -2.75645
C 0.24955 1.27894 -1.51684
C -0.65689 -3.47672 0.76779
C -0.91104 -1.03060 0.44029
C -2.03251 1.73748 -2.62710
C 1.21331 -0.05322 4.04378
C 1.01861 -1.40369 2.03504
C 1.76312 1.46467 -1.61843
H -0.12905 1.78220 -0.61818
H -1.57882 0.79755 2.25862
H -2.46502 2.33281 -3.43759
H 1.73503 0.19161 4.97108
H 2.64499 -1.55086 3.43893
H -0.41153 1.33345 4.39326
H 1.42544 -2.17998 1.38445
H -1.67496 -0.29927 0.16895
H -0.42690 -0.63450 -2.03106
H 0.87392 -0.60548 -0.98681
H 2.09229 1.07956 -2.59790
H -2.43290 0.72192 -2.71321
H 3.31239 0.79331 -0.59706
H -2.36339 2.17225 -1.67682
H -0.21221 1.07327 -3.58533
H -0.14737 2.73011 -3.02595
H 2.04202 2.52307 -1.52272
```

Values from the calculation:
Calculated total energy ... -21309.45506 eV
HOMO level ... -8.190 eV
ΔE to the lowest compared entry with this formula, charge and spin ... 92.05 kcal/mol